Record 1
23
Properties=species:S:1:pos:R:3:forces:R:3 method="wB97M-V/def2-TZVPD" energy_ev=-22286.8325 total_charge=+1 orbital_gap_ev=8.791 lumo_energy_ev=-4.572 de_lowest_kj_mol=252.86
S -3.930 0.261 -0.259 0.1 -0.3 0.8
O 1.648 -1.800 -0.803 -0.1 0.3 -0.3
N -1.283 0.409 -0.373 -4.0 -0.2 -0.6
N -0.564 -2.368 -0.136 -2.2 0.9 -2.5
C 0.019 0.007 -0.153 3.7 -0.6 0.0
C 1.195 2.274 -0.263 0.0 0.4 -2.8
C 0.510 -1.488 -0.110 -0.7 3.1 1.5
C 0.567 -0.486 1.150 -1.4 -2.1 -2.7
C -2.310 -0.095 0.290 -1.5 2.0 -2.9
C 1.010 0.887 -0.849 -0.1 0.7 2.0
H 0.791 0.975 -1.835 -1.0 0.1 -3.3
H -0.336 -3.248 0.183 0.5 -2.3 1.1
H -4.648 -0.339 0.776 0.9 0.4 -0.8
H 1.389 2.148 0.746 1.2 0.4 2.0
H 1.929 2.852 -0.923 -0.6 -0.8 1.5
H 0.000 -0.730 1.976 -1.8 -0.7 1.3
H 1.420 -0.051 1.509 2.5 1.0 0.2
H 2.021 -2.565 -0.369 0.5 -0.4 0.1
H 0.290 2.858 -0.309 -0.6 0.2 -0.1
H -2.355 -0.753 1.091 1.3 -1.0 1.5
H -1.520 0.992 -1.270 0.8 -1.3 2.2
H -0.949 -2.516 -1.129 0.9 0.4 1.8
H 1.897 0.325 -0.838 1.5 -0.3 0.1

Record 2
63
Properties=species:S:1:pos:R:3:forces:R:3 method="wB97M-V/def2-TZVPD" energy_ev=-65675.1149 orbital_gap_ev="4.916 / 5.119" lumo_energy_ev="-0.089 / -0.029" de_lowest_kj_mol=1062.50
P 1.228 3.635 -3.967 -1.8 -0.3 -1.0
P 3.696 0.914 -4.140 -0.4 -1.4 -1.8
F 0.256 -2.595 3.360 0.0 0.9 -0.7
F -1.165 -3.145 0.803 -0.6 0.7 0.6
F -2.473 -2.743 2.523 0.5 0.4 -0.9
F 1.160 -2.124 1.428 -0.5 0.4 0.9
F -2.897 0.055 2.700 1.0 -0.2 0.5
F -2.789 -1.703 0.611 0.6 -0.4 0.6
F -1.570 -0.862 4.211 -0.1 0.8 -1.1
F -0.987 1.002 3.194 -0.5 -0.9 0.0
F 1.180 -0.617 3.008 -0.6 -0.9 -0.2
O -0.481 -0.269 0.764 -0.6 -0.6 1.0
C 0.120 3.307 -5.375 0.0 0.4 -0.6
C 0.336 -1.299 -2.752 -0.4 -0.8 -1.3
C -1.261 0.865 0.326 0.1 0.0 0.1
C 3.055 2.033 -5.337 1.2 0.5 -1.7
C 1.904 -0.144 -1.259 1.2 -0.1 3.0
C 0.262 -0.151 -3.785 0.1 -0.3 -1.0
C 2.889 3.444 -4.718 -0.4 -0.6 -2.1
C 5.336 1.188 -3.526 1.1 0.2 -0.6
C 3.546 -0.804 -4.696 0.8 -0.5 -0.7
C 1.106 5.460 -3.882 -0.4 1.5 -1.6
C -1.841 -2.176 1.461 -0.5 -0.4 -0.4
C 0.461 2.157 -2.636 -0.9 -0.8 3.3
C 2.590 1.074 -1.698 -0.6 -1.3 1.1
C 0.436 -1.606 2.447 1.1 -0.2 -0.1
C -0.893 -1.005 1.895 0.2 -0.2 -0.4
C -1.598 -0.196 3.027 -0.2 0.6 0.4
C 1.623 -1.283 -2.008 -1.0 -1.1 -1.1
C 1.765 2.292 -1.667 -0.3 -0.2 -0.2
C -0.296 1.038 -3.112 1.8 2.5 0.4
Be 2.782 4.581 -2.962 1.7 1.3 2.2
H 0.231 5.773 -3.318 0.1 -0.2 0.5
H 0.913 5.784 -4.907 0.2 0.4 -0.3
H 3.541 1.174 -1.152 -0.2 0.2 0.2
H -1.388 1.089 -3.018 0.4 0.2 -0.3
H 2.870 0.819 -2.781 -1.2 1.0 3.0
H 2.040 -0.320 -0.179 0.1 -0.3 -0.1
H -0.242 2.825 -2.090 0.2 0.0 -0.8
H 1.257 0.017 -4.260 -0.7 0.1 0.6
H 5.518 0.561 -2.643 -0.3 0.1 -0.2
H 2.351 -2.071 -2.252 -0.4 -0.1 0.8
H -1.015 0.952 -0.752 -0.3 0.0 0.7
H 1.430 2.567 -0.650 -0.3 -0.4 -0.2
H 2.514 3.177 -1.805 -1.4 -1.0 -0.5
H 3.683 3.683 -3.982 0.6 -0.3 -0.5
H 3.355 -1.485 -3.857 0.1 0.4 -0.1
H 1.990 6.038 -3.506 -0.7 -0.2 -0.2
H 0.122 -2.270 -3.240 0.3 0.3 0.2
H 2.946 4.162 -5.533 0.3 0.3 -0.1
H -0.930 3.373 -5.058 0.3 0.0 0.1
H 2.717 -0.951 -5.398 0.2 0.2 0.1
H -0.401 -0.418 -4.633 0.2 -0.2 0.4
H 5.475 2.232 -3.234 -0.1 -0.1 0.0
H 2.128 1.618 -5.769 0.4 0.1 0.5
H 3.767 2.050 -6.172 -0.3 0.7 -0.4
H 4.474 -1.128 -5.175 -0.1 -0.2 -0.2
H -2.337 0.705 0.513 0.5 0.1 -0.3
H 6.076 0.933 -4.286 0.3 0.0 0.1
H -0.521 -1.089 -2.110 0.1 -0.3 0.4
H 0.301 4.038 -6.177 -0.1 -0.2 0.1
H -0.904 1.739 0.893 -0.3 -0.1 -0.4
H 0.268 2.303 -5.787 0.0 0.2 0.3

Record 3
180
Properties=species:S:1:pos:R:3:forces:R:3 method="wB97M-V/def2-TZVPD" energy_ev=-83423.9281 smiles=COC[C@H](C)N.COC[C@H](C)N.COC[C@H](C)N.COC[C@H](C)N.COC[C@H](C)N.COC[C@H](C)N.COC[C@H](C)N.COC[C@H](C)N.COC[C@H](C)N.CCO.CCO.CCO orbital_gap_ev=9.295 lumo_energy_ev=0.426 de_lowest_kj_mol=405.05
O 4.769 3.074 1.259 -1.2 -0.5 -0.5
O 1.692 -1.453 4.412 0.0 0.5 0.6
O 0.344 2.636 -6.341 -0.8 -0.6 -0.9
O 2.276 4.477 4.699 0.7 1.1 -0.6
O -2.479 -1.796 2.263 0.8 1.5 -0.1
O -3.736 -3.085 -2.985 0.0 0.9 -0.1
O -2.848 6.024 -1.686 0.6 0.0 -0.3
O -0.044 3.854 0.371 1.7 -0.1 -0.6
O 2.155 0.087 -3.060 -0.1 0.3 0.4
O 0.935 -5.339 4.199 0.1 1.5 -0.6
O -4.619 0.867 -0.958 -1.1 0.0 -1.1
O 0.058 1.361 -0.714 -0.7 -0.7 -0.9
N 0.632 -1.619 1.408 1.1 -1.0 -0.2
N -1.504 -3.943 3.882 -0.1 1.6 0.9
N 7.269 0.408 1.421 0.5 -0.1 0.4
N -1.447 -6.575 5.334 0.7 1.0 0.6
N -1.800 4.464 -7.369 0.2 0.2 0.5
N 2.700 -3.264 -4.386 0.1 -1.0 -0.3
N 5.220 -0.610 5.198 -1.0 0.8 0.9
N -4.853 4.531 -0.086 1.1 0.6 0.4
N -2.996 0.465 -3.826 -0.2 -0.3 1.3
C -2.862 -3.127 2.028 0.7 0.6 -0.3
C 2.763 0.987 -2.144 0.4 0.0 0.0
C -1.033 4.139 1.282 -1.2 -1.1 0.5
C -2.795 -1.259 -5.390 -0.8 -1.2 1.0
C 1.707 -5.110 3.000 0.0 -0.5 0.8
C -1.688 -4.030 2.459 -1.0 -0.4 0.2
C 0.912 -6.672 4.595 0.0 -1.7 0.0
C 1.907 0.498 1.426 -0.8 -0.8 0.2
C 5.732 2.122 0.860 -0.9 0.8 -0.5
C 2.046 -2.007 -4.208 -0.7 1.4 0.8
C -4.406 2.115 -0.397 1.4 0.7 1.2
C 0.566 -0.228 1.109 -0.4 2.0 -0.2
C 0.021 4.170 -8.901 0.9 -0.5 -0.7
C 3.987 -0.716 4.370 2.5 0.4 -0.1
C 2.771 -1.039 5.227 1.1 -1.8 -0.7
C -1.522 2.757 1.909 0.4 1.3 -0.4
C -3.042 -1.855 -2.825 -0.2 0.0 -0.8
C 4.130 3.664 0.115 0.9 1.5 0.0
C -0.677 1.592 -1.994 0.9 -1.1 1.7
C -3.294 -0.793 1.623 0.6 -0.7 1.4
C 0.645 1.612 -5.382 -1.0 0.0 -0.5
C 6.313 1.342 1.983 0.3 -0.6 1.5
C -1.078 3.453 -8.154 -0.6 1.1 -0.3
C 0.588 2.803 4.884 0.7 0.6 -1.6
C 7.062 2.167 3.047 -1.2 0.3 -0.4
C 4.495 -1.682 3.268 -3.5 0.1 0.4
C 0.006 -0.045 -0.298 0.4 1.6 -0.2
C -5.266 3.312 -0.728 -1.9 -0.5 -1.9
C -5.853 0.305 -0.531 0.5 -1.3 -0.4
C -0.639 2.248 -7.371 0.6 0.4 1.1
C -1.852 5.123 -2.193 -0.9 0.1 0.1
C -0.083 -6.917 5.780 -0.3 -1.3 -0.1
C -5.371 3.615 -2.288 0.4 -0.6 0.7
C 2.795 -1.194 -3.164 -0.7 1.5 -0.2
C -3.471 -0.929 -3.995 1.6 0.8 -1.5
C 1.987 3.194 4.207 -1.6 -0.6 2.2
C -2.010 -5.466 2.230 -0.4 -1.3 -1.6
C -0.066 -8.357 6.419 0.3 0.2 -1.6
C -3.255 -4.091 -2.143 -0.8 -0.7 -0.6
C 0.556 -2.148 -3.788 0.9 -0.5 -1.2
C 0.630 -1.774 5.284 -1.3 0.6 -1.3
C -2.039 4.919 -3.698 0.1 0.3 0.0
H -1.968 -2.042 -2.800 0.3 0.1 -0.4
H -1.131 4.908 -6.756 0.3 -0.3 0.8
H 7.505 1.578 3.850 0.5 -0.3 -0.5
H -2.920 0.168 1.976 0.0 0.0 0.0
H 5.071 0.282 5.648 0.6 0.2 0.9
H -0.269 1.291 -4.883 -0.3 0.0 0.1
H -4.489 1.898 0.668 0.2 0.7 0.7
H -4.288 -0.948 2.044 -0.4 0.3 -0.6
H -5.876 4.552 -2.522 -0.1 0.0 0.3
H -6.221 3.132 -0.234 -0.7 -0.6 -0.9
H 5.271 1.425 0.161 -0.2 -0.3 -0.1
H -0.220 -1.823 4.603 -0.1 -0.4 0.3
H 0.510 3.550 -9.652 0.1 -0.3 0.0
H -1.042 -0.341 -0.311 -0.1 -0.4 -0.1
H 3.214 4.225 0.301 -0.1 -0.4 0.9
H -3.421 0.806 -2.976 0.0 0.4 0.4
H -1.590 5.779 -4.194 0.5 -0.3 -0.3
H -0.295 -1.941 1.646 -0.1 0.0 0.1
H 0.044 -1.193 -3.674 0.3 0.0 0.4
H 3.836 0.296 3.994 -0.4 0.0 -0.8
H 5.320 -1.291 2.673 0.0 -0.2 0.3
H 0.954 -8.742 6.436 0.1 0.1 0.5
H 3.004 -1.927 5.815 0.4 0.0 0.6
H -3.061 4.969 -4.074 -0.3 -0.1 0.7
H -1.541 1.806 -6.947 0.0 0.0 0.6
H -0.254 2.985 0.020 0.5 -0.5 -0.3
H 1.193 -1.594 2.248 -0.1 -0.9 0.5
H 1.347 -5.748 2.193 0.0 -0.2 -0.1
H 3.906 3.077 -0.776 0.3 -0.9 0.4
H 0.218 -6.272 6.605 -0.2 0.5 -0.1
H 2.155 1.869 -1.945 -0.5 -0.4 -0.1
H -4.734 4.375 0.905 0.3 -0.1 0.3
H -1.870 3.130 -8.828 0.3 -0.5 -0.4
H -3.368 5.459 -1.110 -0.7 0.2 0.4
H 0.497 -2.795 -2.913 -0.2 0.2 0.2
H 5.959 -0.404 4.542 0.3 -0.1 -0.1
H 0.203 1.868 4.479 0.0 -0.2 0.5
H -1.856 2.057 1.144 -0.1 0.2 -0.3
H 1.825 1.584 1.455 0.0 -0.1 -0.5
H 6.905 -0.083 0.618 0.0 0.0 -0.2
H -4.370 3.694 -2.712 0.3 0.3 0.3
H -0.633 2.286 2.328 -0.1 0.1 0.3
H -1.219 -6.133 2.573 0.1 0.1 0.0
H 2.481 -0.242 5.911 0.1 0.4 -0.1
H -1.963 4.213 -1.602 0.1 -0.5 -0.3
H -0.722 -3.773 2.026 -0.4 0.1 -1.0
H 4.600 -2.679 3.696 0.7 0.1 0.0
H -2.315 2.828 2.653 0.1 0.2 0.1
H -3.377 -3.877 -1.082 0.4 0.3 0.2
H -0.540 -4.187 4.055 0.2 -0.4 0.3
H 0.790 4.483 -8.195 0.0 0.2 0.0
H -1.719 -1.404 -5.291 -0.1 0.2 0.2
H 1.945 -7.007 4.686 0.3 -0.1 0.9
H -3.204 -2.191 -5.779 0.0 0.0 -0.2
H 0.611 -0.621 -0.998 -0.1 -0.2 -0.2
H -1.764 4.669 0.671 -1.0 0.1 0.8
H -0.130 2.343 -2.565 -0.2 0.0 0.1
H 5.548 0.761 2.497 -0.3 0.1 -0.1
H -1.899 5.228 -8.022 -0.7 0.2 -0.3
H 0.757 -2.693 5.857 0.2 0.0 0.0
H 6.524 2.602 0.285 0.4 0.3 0.0
H -3.231 -0.804 0.535 -0.2 -0.3 -0.1
H -1.983 -7.196 4.745 0.6 -0.8 0.2
H 1.905 4.606 5.574 0.0 -0.2 -0.1
H -3.374 1.051 -4.556 0.0 -0.1 -0.3
H -5.662 5.134 -0.125 0.1 0.5 -0.2
H -0.620 4.804 2.041 -0.2 0.0 0.2
H -6.747 0.892 -0.741 0.2 0.2 -0.1
H -0.264 1.515 -8.085 0.6 -0.2 0.1
H -0.136 3.585 4.654 -0.1 0.1 -0.6
H -0.175 0.152 1.812 -0.1 0.9 0.0
H -0.575 -8.472 7.376 0.3 0.6 0.1
H 2.987 0.504 -1.193 -0.1 -0.1 0.1
H 0.575 2.887 5.971 0.7 -0.7 0.1
H -0.720 0.648 -2.537 0.0 0.2 -0.1
H 1.674 -4.075 2.660 -0.4 0.1 0.4
H 1.031 0.715 -5.865 0.4 0.0 -0.1
H -2.955 -0.461 -6.115 -0.2 0.0 0.1
H -3.925 -4.927 -2.346 0.2 -0.3 0.1
H 2.760 2.506 4.549 0.1 -0.3 0.0
H 0.570 -7.291 3.766 -0.5 -0.2 -0.4
H -1.665 3.957 -4.048 0.5 0.2 -0.1
H -0.864 5.496 -1.926 0.1 0.1 -0.3
H 6.363 2.805 3.589 -0.1 0.3 -0.3
H 2.748 -5.335 3.230 0.2 -0.2 -0.2
H -2.167 -5.666 1.170 0.2 -0.1 -0.3
H -5.817 0.002 0.516 0.0 0.5 0.4
H -1.319 -5.751 4.764 -0.7 0.4 0.3
H 2.800 -3.734 -3.498 -0.2 -0.2 0.2
H -3.765 -3.309 2.610 -0.1 -0.6 0.1
H 2.074 -1.453 -5.146 0.0 0.0 -0.1
H 3.576 -1.763 2.687 0.3 -0.3 -1.1
H -3.101 -3.142 0.964 0.0 -0.9 -0.2
H -2.938 -5.816 2.681 0.0 0.4 0.4
H 2.735 -1.719 -2.210 0.2 -0.1 0.3
H 2.731 0.145 0.805 -0.1 0.2 -0.1
H -5.803 2.839 -2.920 -0.4 -0.3 0.5
H -3.378 2.407 -0.612 0.2 -0.1 0.0
H -1.694 1.882 -1.730 0.0 0.2 -0.3
H 3.651 -3.122 -4.694 0.1 0.1 -0.3
H -0.331 5.027 -9.477 -0.2 0.1 0.3
H 2.031 3.173 3.118 -0.5 0.3 0.1
H -1.490 -2.954 4.091 -0.5 0.2 0.4
H -0.574 -9.071 5.771 -0.2 0.1 -0.3
H -2.242 -4.372 -2.433 0.3 0.0 0.4
H 0.073 -2.639 -4.633 -0.2 -0.3 0.2
H 8.024 1.011 1.126 0.5 -0.4 -0.4
H -4.558 -0.933 -4.076 -0.1 -0.4 0.0
H 3.700 1.411 -2.505 0.4 -0.3 -0.4
H 3.827 -0.999 -3.458 0.3 -0.4 0.0
H -5.888 -0.654 -1.049 -0.4 0.1 -0.3
H 0.372 -0.926 5.917 0.3 0.0 0.5
H 7.746 2.791 2.472 0.5 0.1 0.5
H 2.140 0.194 2.447 0.2 0.1 0.1
H 4.837 4.432 -0.197 0.1 0.2 -0.5
H -3.254 -1.444 -1.838 -0.4 0.4 0.1
H 1.318 1.971 -4.603 0.1 0.2 -0.5

Record 4
16
Properties=species:S:1:pos:R:3:forces:R:3 method="wB97M-V/def2-TZVPD" energy_ev=-8405.0234 smiles=C[C@@H](O)[C@@H](C)O orbital_gap_ev=11.001 lumo_energy_ev=0.864 de_lowest_kj_mol=50.52
O 0.498 -1.567 0.210 -0.2 -0.1 0.0
O 1.439 0.713 -0.722 0.0 -0.2 0.2
C 0.646 1.187 1.528 0.0 -0.1 -0.1
C -1.166 -0.722 -1.354 0.0 0.1 0.0
C -0.490 -0.545 0.003 0.0 -0.1 -0.2
C 0.280 0.790 0.090 -0.3 0.4 0.3
H -1.240 -0.625 0.808 0.2 0.2 -0.1
H -0.219 1.567 2.089 0.1 -0.2 -0.2
H 1.862 -0.106 -0.419 0.1 0.1 -0.3
H -0.431 -0.585 -2.155 -0.1 0.0 0.1
H -1.623 -1.716 -1.461 0.1 0.2 0.1
H 0.280 -2.316 -0.359 0.1 0.1 0.2
H -0.336 1.591 -0.343 0.1 -0.2 0.0
H 1.399 1.983 1.494 -0.2 -0.2 0.0
H -1.963 0.019 -1.481 0.1 -0.1 0.0
H 1.064 0.331 2.072 0.0 0.1 -0.1